Here is a molecular structure, C59H51N8O4RbS2 from the Open Molecules 2025 dataset. Energies are from the ωB97M-V functional and the def2-TZVPD basis.

Net charge = -2
Energy relative to the best compared isomer or geometry (same formula, charge and spin) = 0.9 kcal/mol
Molecular weight = 1085.711 g mol⁻¹
Total energy = -3838.50450 a.u.

Geometry (Å):
Rb: 0.512 -0.862 -0.079
N: -0.542 -1.906 4.704
C: -1.748 -2.547 4.500
C: -2.870 -2.705 5.302
C: -3.916 -3.435 4.768
C: -3.841 -3.983 3.477
C: -2.716 -3.828 2.687
C: -1.651 -3.103 3.216
N: -0.415 -2.809 2.661
C: 0.197 -2.094 3.557
C: 1.572 -1.620 3.440
C: 2.342 -1.127 4.449
S: 3.899 -0.757 3.852
C: 3.412 -1.307 2.290
N: 2.195 -1.719 2.224
H: -0.391 -1.154 5.355
H: -2.938 -2.253 6.284
H: -4.820 -3.572 5.349
H: -4.691 -4.528 3.087
H: -2.664 -4.221 1.680
H: 2.083 -0.968 5.483
H: 4.069 -1.261 1.429
C: -4.570 3.309 1.785
C: -3.513 3.976 0.915
C: -3.931 5.386 0.520
O: -3.304 3.233 -0.250
C: -2.146 2.395 -0.126
C: -1.337 3.104 0.994
O: -2.267 4.047 1.574
C: -0.705 2.169 2.094
O: -0.045 1.156 1.516
C: -1.861 1.650 2.998
C: -2.408 0.406 2.679
C: -3.511 -0.090 3.361
C: -4.053 0.623 4.424
C: -3.478 1.832 4.792
C: -2.402 2.345 4.076
C: 0.258 2.999 2.986
C: 1.330 2.307 3.548
C: 2.259 2.945 4.356
C: 2.146 4.307 4.610
C: 1.094 5.012 4.042
C: 0.158 4.365 3.241
C: -1.522 2.103 -1.588
O: -1.120 0.808 -1.636
C: -2.620 2.395 -2.649
C: -3.058 1.353 -3.454
C: -4.030 1.541 -4.433
C: -4.590 2.792 -4.631
C: -4.164 3.852 -3.837
C: -3.198 3.653 -2.863
C: -0.278 3.001 -1.866
C: 0.870 2.739 -1.107
C: 2.033 3.469 -1.273
C: 2.110 4.467 -2.241
C: 1.002 4.707 -3.035
C: -0.177 3.986 -2.844
H: -5.523 3.315 1.250
H: -4.683 3.843 2.729
H: -4.296 2.276 1.998
H: -4.850 5.357 -0.068
H: -3.136 5.840 -0.073
H: -4.097 5.990 1.414
H: -2.442 1.397 0.204
H: -0.522 3.693 0.574
H: -1.922 -0.179 1.906
H: -3.929 -1.048 3.072
H: -4.905 0.232 4.968
H: -3.883 2.392 5.629
H: -1.988 3.307 4.354
H: 1.414 1.256 3.295
H: 3.087 2.381 4.774
H: 2.876 4.814 5.231
H: 0.999 6.079 4.218
H: -0.657 4.931 2.808
H: -2.624 0.378 -3.294
H: -4.351 0.699 -5.036
H: -5.351 2.943 -5.389
H: -4.591 4.840 -3.973
H: -2.889 4.489 -2.253
H: 0.819 1.953 -0.360
H: 2.888 3.262 -0.640
H: 3.022 5.036 -2.377
H: 1.043 5.459 -3.816
H: -1.010 4.199 -3.499
N: 7.806 -6.195 -6.955
C: 7.144 -5.681 -6.167
C: 6.317 -5.039 -5.183
C: 4.937 -4.971 -5.369
C: 4.147 -4.358 -4.413
C: 4.714 -3.794 -3.272
C: 6.096 -3.862 -3.101
C: 6.896 -4.484 -4.042
C: 3.855 -3.120 -2.251
C: 2.881 -3.931 -1.655
C: 2.782 -5.360 -1.779
C: 1.713 -5.739 -1.002
C: 1.196 -4.531 -0.445
N: 1.879 -3.469 -0.817
C: 4.134 -1.764 -2.045
C: 4.995 -0.960 -2.874
C: 4.915 0.321 -2.392
C: 4.013 0.253 -1.289
N: 3.545 -0.961 -1.075
H: 4.495 -5.396 -6.261
H: 3.075 -4.301 -4.544
H: 6.531 -3.417 -2.216
H: 7.968 -4.544 -3.904
H: 3.447 -6.004 -2.334
H: 1.342 -6.740 -0.832
H: 0.346 -4.429 0.222
H: 5.555 -1.298 -3.732
H: 5.401 1.205 -2.774
H: 3.707 1.078 -0.657
C: -0.097 -3.883 -3.610
N: -1.256 -3.933 -2.747
C: -1.775 -2.854 -2.113
N: -1.284 -1.666 -2.452
S: -2.985 -3.062 -0.948
H: 0.224 -4.902 -3.815
H: 0.742 -3.372 -3.126
H: -0.328 -3.390 -4.559
H: -1.531 -4.813 -2.350
H: -0.554 -1.611 -3.146
H: -1.538 -0.742 -2.017